1.
Formula: C3H8NO2
Source: the Open Molecules 2025 dataset
Level of theory: wB97M-V/def2-TZVPD

Output
Orbital gap: 4.9 eV
E_HOMO: -14.268 eV

ORCA input file:
```
! RIJCOSX wB97M-V def2-TZVPD def2/J DEFGRID3
* xyz 1 1
O -1.6421 -0.6772 1.0606
C -0.6770 -0.5105 0.2271
C 0.6450 0.6092 0.3798
C 0.7584 0.1499 -1.0258
O 1.4318 -1.2043 -1.6685
N -0.3825 1.6971 0.9203
H -0.4438 -1.4040 -0.6956
H 1.5028 0.3204 1.0231
H 0.0045 0.5670 -1.7445
H 1.6574 0.7088 -1.2744
H 1.2879 -2.0776 -0.9871
H -3.2780 0.2327 1.2523
H 0.4260 2.0792 1.8238
H -1.1550 1.2543 1.5372
*
```

=====

2.
Formula: C3H8NO3
Source: the Open Molecules 2025 dataset
Level of theory: wB97M-V/def2-TZVPD

Output
Orbital gap: 7.7 eV
E_HOMO: -3.785 eV

ORCA input file:
```
! RIJCOSX wB97M-V def2-TZVPD def2/J DEFGRID3
* xyz -1 1
O 0.4304 2.3079 -0.6577
C 0.8223 1.1311 -0.6321
N 0.0677 0.0632 -0.4345
C -1.4470 0.0627 -0.2049
O -1.8607 -1.1167 0.2548
C 2.3195 0.9115 -0.6189
H 0.5456 -0.8337 -0.4055
H -1.8054 0.3329 -1.2207
H -1.6037 0.8998 0.4933
H 2.5780 1.0106 0.4367
H 2.7044 -0.0505 -0.9975
H 2.7504 1.6602 -1.2657
H -0.8056 -3.2161 1.9561
H -0.8879 -1.8295 1.1666
O -0.2851 -2.4227 1.7733
*
```

=====

3.
Formula: C3H8NO3P
Source: the Open Molecules 2025 dataset
Level of theory: wB97M-V/def2-TZVPD

Output
Orbital gap (spin up / spin down): 7.0 / 7.5 eV
E_HOMO (spin up / spin down): -6.145 / -10.407 eV
⟨S²⟩: 2.01

ORCA input file:
```
! RIJCOSX wB97M-V def2-TZVPD def2/J DEFGRID3
* xyz 0 3
C -2.3304 -0.4005 -0.4747
C 3.0444 -1.0562 -0.1078
C -1.5808 0.3583 0.6289
N 2.1020 -0.2187 -0.0326
O -0.0529 1.6638 -1.4745
O 0.6915 1.4589 1.0344
O 0.8439 -0.5233 -0.4620
P -0.0602 0.8627 -0.2142
H -1.6360 -1.1719 -0.8212
H -3.1467 -0.8340 0.0136
H -2.6918 0.2707 -1.2013
H 2.8706 -2.1691 -0.3215
H 1.5071 1.7774 0.6068
H 3.9324 -0.8219 0.3270
H -1.4401 -0.3743 1.4647
H -2.0530 1.1781 1.0345
*
```

=====

4.
Formula: C3H8NOPS2
Source: the Open Molecules 2025 dataset
Level of theory: wB97M-V/def2-TZVPD

Output
Orbital gap (spin up / spin down): 5.2 / 5.2 eV
E_HOMO (spin up / spin down): -8.017 / -8.018 eV

ORCA input file:
```
! RIJCOSX wB97M-V def2-TZVPD def2/J DEFGRID3
* xyz 0 1
C 0.5867 -1.6464 -0.2683
C 1.3192 -2.1080 1.0862
C -2.3922 2.4336 -0.3222
N 1.1311 -0.4052 -0.7090
O 1.4034 -1.1246 1.9344
P 0.5585 1.0812 -0.2464
S 1.2841 2.7157 -1.0676
S -1.5885 0.7861 -0.5324
H 0.7494 -2.3905 -1.0307
H -0.4944 -1.4189 -0.0815
H 0.8099 -3.0167 1.5381
H 2.1977 -2.6220 0.7452
H -3.3784 2.3150 0.2321
H -2.4983 2.9029 -1.2278
H -1.8444 2.9508 0.4064
H 2.1563 -0.4530 -0.4566
*
```

=====

5.
Formula: C3H8NORb
Source: the Open Molecules 2025 dataset
Level of theory: wB97M-V/def2-TZVPD

Output
Orbital gap (spin up / spin down): 4.3 / 8.9 eV
E_HOMO (spin up / spin down): -7.844 / -12.481 eV
⟨S²⟩: 0.75

ORCA input file:
```
! RIJCOSX wB97M-V def2-TZVPD def2/J DEFGRID3
* xyz 1 2
Rb -3.1828 1.1405 3.0461
C 0.6276 -1.6340 0.6909
C -0.2096 -0.2875 0.5741
O -1.2418 0.0106 1.1460
N 0.4423 0.7960 -0.2026
H 0.2748 1.7185 0.1729
H 1.4364 0.6872 -0.0613
C -0.0548 0.8379 -1.6249
H 0.0127 -2.4463 1.0786
H 1.4293 -1.4679 1.4105
H 0.9622 -1.8672 -0.3199
H -1.1277 1.0278 -1.6558
H 0.0382 -0.1006 -2.1714
H 0.5932 1.5851 -2.0831
*
```

=====

6.
Formula: C3H8NOS
Source: the Open Molecules 2025 dataset
Level of theory: wB97M-V/def2-TZVPD

Output
SMILES string: NCCSC[O-]
Orbital gap: 7.2 eV
E_HOMO: -3.255 eV

ORCA input file:
```
! RIJCOSX wB97M-V def2-TZVPD def2/J DEFGRID3
* xyz -1 1
N 1.2550 0.3106 -1.1864
C 1.2439 -0.4033 0.0964
C 0.6145 0.3588 1.2553
S -1.0229 1.0758 0.9167
C -2.0106 -0.2980 -0.5081
O -1.3132 -0.7321 -1.4440
H 1.0550 1.2907 -1.0121
H 0.4209 -0.0030 -1.6701
H 0.7129 -1.3285 -0.0596
H 2.2678 -0.6842 0.3764
H 1.2698 1.1896 1.5267
H 0.5934 -0.2888 2.1308
H -2.3328 -0.9804 0.2909
H -2.7539 0.4927 -0.7129
*
```

=====

7.
Formula: C3H8NOS
Source: the Open Molecules 2025 dataset
Level of theory: wB97M-V/def2-TZVPD

Output
Orbital gap (spin up / spin down): 10.0 / 7.3 eV
E_HOMO (spin up / spin down): -9.099 / -9.102 eV
⟨S²⟩: 0.75

ORCA input file:
```
! RIJCOSX wB97M-V def2-TZVPD def2/J DEFGRID3
* xyz 0 2
C 0.8609 -0.2258 -0.1934
C 0.5108 0.2166 1.2283
S 1.6688 1.4733 1.8457
N -0.1722 -1.0909 -0.7328
C -1.4721 -0.4924 -0.9876
O -1.4039 0.8257 -1.3675
H 1.8045 -0.7708 -0.1475
H 0.9531 0.6896 -0.7634
H -0.4776 0.6501 1.2299
H 0.5159 -0.6208 1.9377
H 1.0151 2.4920 1.3514
H 0.1774 -1.5097 -1.5834
H -2.0391 -0.5407 -0.0573
H -1.9415 -1.0964 -1.7601
*
```

=====

8.
Formula: C3H8NOS
Source: the Open Molecules 2025 dataset
Level of theory: wB97M-V/def2-TZVPD

Output
Orbital gap (spin up / spin down): 5.0 / 8.7 eV
E_HOMO (spin up / spin down): -9.914 / -14.249 eV
⟨S²⟩: 2.01

ORCA input file:
```
! RIJCOSX wB97M-V def2-TZVPD def2/J DEFGRID3
* xyz 1 3
C 0.3072 0.2675 0.8722
C 0.3402 -0.6139 -0.4010
C 0.4229 0.3816 -1.4922
N -0.5962 0.8410 -2.1165
O 0.3594 -0.5352 1.9853
S -1.0584 -1.4363 2.6017
H 1.1365 1.0118 0.9652
H -0.5383 0.9371 0.9885
H -0.3959 -1.4670 -0.5209
H 1.3405 1.0199 -1.6790
H 1.4221 -0.9574 -0.3014
H -1.5275 0.4172 -2.0213
H -0.6015 1.6095 -2.8391
H -0.6110 -1.4756 3.9586
*
```

=====

9.
Formula: C3H8NP
Source: the Open Molecules 2025 dataset
Level of theory: wB97M-V/def2-TZVPD

Output
Orbital gap: 10.1 eV
E_HOMO: -9.165 eV

ORCA input file:
```
! RIJCOSX wB97M-V def2-TZVPD def2/J DEFGRID3
* xyz 0 1
C -1.4449 -1.2181 0.4908
C -0.9610 1.7345 0.3250
C 0.6263 -2.3380 -0.5124
N -0.5081 -1.6161 -0.0263
P 0.6889 1.4493 -0.4412
H -1.2825 2.7679 0.3581
H -1.7102 0.8780 0.1372
H -0.7362 1.6215 1.3862
H 1.0191 -2.7986 0.3625
H 1.3889 -1.5968 -0.9912
H 0.2229 -3.0667 -1.1637
H 1.1907 2.7897 -0.6255
H 1.5062 1.3934 0.7004
*
```